Entry a
Computed, not measured: a single C5H4N2O molecule, with ωB97M-V/def2-TZVPD.

Geometry (Å):
O1 -0.24286 2.10305 0.04754
N1 1.74221 0.90532 -0.08672
N2 2.15625 -0.36506 -0.23642
C1 1.02463 -1.18661 0.02209
C2 -2.72359 -0.40477 -0.23475
C3 -1.48625 -0.39543 0.08152
C4 -0.07237 -0.36869 0.30802
C5 0.49070 0.99410 0.05336
H1 -3.88159 -0.27636 -0.14280
H2 1.16802 -2.32631 0.20879
H3 3.09776 -0.56897 0.12853
H4 -1.27290 1.88974 -0.14915

Output
* highest occupied orbital energy: -9.00 eV
* E_LUMO: 0.53 eV
* charge: 0
* molar mass: 108.10 Da

***

Entry b
Computed, not measured: a single C5H4N2O molecule, with ωB97M-V/def2-TZVPD.

Geometry (Å):
O1 -1.76345 -1.35756 -0.65068
N1 -2.49382 1.83969 0.35755
N2 1.37540 -2.66008 0.31202
C1 0.88966 -1.62651 0.35407
C2 1.04237 0.72243 -0.40836
C3 -1.28976 -0.39481 -0.13448
C4 -1.96330 0.85466 0.11525
C5 0.29704 -0.32151 0.42065
H1 1.26474 0.33850 -1.40633
H2 0.21689 -0.00530 1.46762
H3 1.98069 0.98195 0.07876
H4 0.44354 1.62853 -0.50606

Output
* highest occupied orbital energy: -11.39 eV
* E_LUMO: -1.01 eV
* charge: 0
* molar mass: 108.10 Da

***

Entry c
Computed, not measured: a single C5H4N2O molecule, with ωB97M-V/def2-TZVPD.

Geometry (Å):
O1 -1.53343 -1.08822 -0.00319
N1 -0.28324 -0.60048 -0.05650
N2 -1.59504 1.18074 -0.00752
C1 0.94917 -1.15919 0.00355
C2 1.81390 -0.05190 -0.03750
C3 -0.26372 0.76824 -0.04952
C4 1.07095 1.16797 0.00645
C5 -2.26597 0.06647 -0.01061
H1 -3.35912 -0.04866 0.02449
H2 1.48793 2.17690 0.05602
H3 2.88528 -0.16331 0.02223
H4 1.09330 -2.24856 0.05211

Output
* highest occupied orbital energy: -8.18 eV
* E_LUMO: 0.96 eV
* charge: 0
* molar mass: 108.10 Da

***

Stability ranking, top and bottom: entry b is the most stable and entry a is the least stable.

***

Entry a
Computed, not measured: 7 unconnected molecules or ions with the total composition C28H42O21, with ωB97M-V/def2-TZVPD.

Geometry (Å):
O1 -2.60540 4.34598 -0.82068
O2 0.49084 0.52701 0.76222
O3 4.34814 4.62876 -2.89447
O4 0.44810 -2.77357 -5.45761
O5 -3.22032 -3.68128 -1.42124
O6 -4.34818 -2.18198 4.25721
O7 4.07029 1.96482 3.36696
O8 2.12711 1.83299 4.51808
O9 -2.10587 6.46519 -1.35522
O10 -2.26231 -2.13677 3.30821
O11 -3.56295 -5.69474 -0.30020
O12 2.10685 -1.78827 -4.53505
O13 3.56197 2.58947 -3.05670
O14 -0.43174 5.02241 -1.26845
O15 2.56575 0.20142 3.23161
O16 4.76342 3.38051 -4.88031
O17 0.01123 2.20893 -0.68607
O18 0.56937 -0.59989 -5.21033
O19 -1.52863 -5.07911 -0.80245
O20 0.84364 2.63314 1.38334
O21 -3.93012 -3.38124 2.54109
C1 2.57162 -0.47430 -4.17570
C2 1.55529 0.34784 -4.93007
C3 3.56893 4.49336 -1.69887
C4 4.03420 -0.42562 -4.62182
C5 3.02258 1.37599 3.62333
C6 -0.39478 0.95962 -1.27427
C7 0.97862 -1.81422 -5.05666
C8 -1.73158 5.14613 -1.25523
C9 3.55095 2.06049 -0.68639
C10 -5.17911 -3.84422 2.84189
C11 -3.42918 -2.54118 3.37948
C12 -0.91247 -1.14139 0.07974
C13 -4.90982 -5.37799 3.11906
C14 -1.32698 -6.30051 -0.11012
C15 1.56848 -1.55200 4.64475
C16 -2.85716 -6.89238 0.08279
C17 -2.85036 -4.71772 -0.84963
C18 -0.91271 8.29128 -0.48958
C19 -0.62211 -5.99562 1.28416
C20 0.22540 6.22938 -1.03266
C21 3.07709 3.02704 -1.79768
C22 -0.90917 7.18663 -1.45283
C23 1.03948 0.97077 4.71261
C24 4.34685 3.43032 -3.67260
C25 -5.42229 -3.02185 4.08610
C26 1.30989 -0.20321 3.88271
C27 0.49171 1.84834 0.56065
C28 0.11437 -0.16456 -0.35658
H1 2.56818 -1.57566 5.07849
H2 4.47232 0.56905 -4.70418
H3 0.13761 -5.21638 1.22315
H4 2.95735 1.17012 -0.89372
H5 4.62673 -0.87723 -3.82616
H6 -1.47526 0.94274 -1.41704
H7 4.21817 4.51027 -0.82349
H8 1.84084 0.81693 -5.87162
H9 2.70774 5.16153 -1.70219
H10 -3.18868 -7.77966 -0.45657
H11 -0.19992 -6.95619 1.57938
H12 -0.69604 -7.00451 -0.65269
H13 2.42484 -0.29380 -3.11082
H14 -5.85838 -3.77991 1.99186
H15 0.92349 6.33057 -1.86364
H16 -5.48799 -3.62768 4.98985
H17 0.14631 1.31591 4.19181
H18 3.28867 2.56472 0.24369
H19 -0.31126 -1.75653 0.74927
H20 -5.65863 -5.98127 2.60579
H21 -0.12278 0.72535 -2.30346
H22 0.01484 8.79727 -0.22175
H23 1.98725 3.00949 -1.79138
H24 0.56760 -0.26053 3.08659
H25 -4.03807 -5.79135 2.61183
H26 4.25301 -1.01952 -5.50924
H27 0.57929 6.37447 -0.01197
H28 -3.08988 -6.98459 1.14366
H29 -6.29471 -2.39134 3.91454
H30 -1.40010 9.08753 -1.05220
H31 1.62029 -2.39760 3.95891
H32 -4.90836 -5.54066 4.19685
H33 0.74564 -1.76878 5.32596
H34 4.61683 1.84307 -0.75523
H35 1.03879 1.01263 -4.23769
H36 -1.75592 -0.79691 0.67808
H37 0.94131 -0.67221 -0.85314
H38 0.81166 0.77896 5.76113
H39 -1.59006 8.14119 0.35113
H40 -0.82863 7.48641 -2.49769
H41 -1.29930 -5.75599 2.10397
H42 -1.19346 -1.79437 -0.74655

Output
* highest occupied orbital energy: -10.49 eV
* E_LUMO: 0.31 eV
* charge: 0
* molar mass: 714.62 Da

***

Entry b
Computed, not measured: 7 unconnected molecules or ions with the total composition C28H42O21, with ωB97M-V/def2-TZVPD.

Geometry (Å):
O1 5.02853 -1.67885 5.13254
O2 0.10352 -0.36702 -0.00189
O3 0.14187 8.23152 -0.99977
O4 -2.46579 -5.84971 -0.68873
O5 -4.88782 -1.98944 -5.25091
O6 2.06176 -3.87909 2.65754
O7 1.02576 6.17523 -0.88504
O8 3.01591 -1.75837 6.16405
O9 0.22178 1.66739 -0.89044
O10 -1.23315 -5.50991 -2.49856
O11 -3.34468 -3.13386 -4.08051
O12 -4.66777 -1.63202 -3.06766
O13 3.34557 -0.51072 4.32579
O14 3.38861 -4.41115 0.96808
O15 3.16919 -5.85776 2.66800
O16 1.21118 7.36411 -2.76911
O17 0.90461 7.62445 2.03571
O18 -0.88749 -4.26100 -0.65816
O19 1.77081 1.01998 0.59283
O20 0.46593 6.58808 3.95280
O21 0.94213 5.34075 2.17272
C1 2.91466 -4.80203 2.18420
C2 -4.41887 -6.92309 -1.68688
C3 2.96546 -3.06876 0.64372
C4 -4.25196 -2.37034 -4.12955
C5 0.78220 0.77919 -0.02959
C6 3.72802 -1.36075 5.30339
C7 5.64552 -0.68053 4.30633
C8 1.89379 4.00249 -1.67222
C9 -1.10533 1.19614 -1.21797
C10 -5.86962 0.44576 -2.75060
C11 4.46421 -0.09882 3.51033
C12 2.51236 -3.04997 -0.79028
C13 -2.91762 -6.86987 -1.63133
C14 1.88563 -2.80195 1.71571
C15 -1.48707 -5.11035 -1.23970
C16 -2.26589 -0.91211 -0.34534
C17 0.85004 6.61582 2.65484
C18 -5.86737 -0.92703 -3.42033
C19 0.14682 4.48632 3.01490
C20 0.00519 5.27127 4.32878
C21 -1.03203 -0.29674 -0.92111
C22 0.96666 3.22094 3.17171
C23 -5.82143 -0.93362 -4.95113
C24 2.03516 5.50450 -1.60999
C25 4.34827 1.39612 3.39378
C26 0.71010 7.33832 -1.51958
C27 2.08753 6.25974 -2.97083
C28 -2.25760 -6.40656 -2.91954
H1 4.32297 1.89349 4.36422
H2 1.16901 2.83290 2.16666
H3 0.89842 -2.86107 1.26698
H4 -3.12589 -0.65475 -0.96382
H5 -4.87391 0.68752 -2.36699
H6 0.53196 2.43385 3.78467
H7 -2.87021 -5.86165 -3.64175
H8 5.07900 1.89734 2.76185
H9 -1.31403 1.34399 -2.27634
H10 -2.17506 -1.98824 -0.20720
H11 2.69738 3.51807 -2.21792
H12 3.02385 5.75503 -1.20748
H13 -1.74928 1.83305 -0.61001
H14 -6.45732 0.48624 -1.83495
H15 1.53192 -3.52771 -0.88129
H16 -2.45542 -7.76075 -1.20283
H17 -4.99091 -6.98536 -0.76649
H18 3.84834 -2.44375 0.80685
H19 -4.75724 -6.02611 -2.21436
H20 2.17164 -1.95495 2.33259
H21 1.77605 5.69020 -3.84641
H22 -2.45977 -0.51322 0.65453
H23 0.89138 3.70026 -1.95172
H24 -6.15042 1.20184 -3.48186
H25 4.39794 -0.57508 2.53083
H26 2.29310 -2.01837 -1.08457
H27 -1.02486 5.48241 4.61021
H28 -6.77558 -1.42958 -3.07754
H29 -6.82016 -1.13573 -5.32481
H30 3.35861 1.54011 2.95051
H31 -0.59881 -0.78780 -1.79495
H32 3.10829 6.60815 -3.11961
H33 -5.34813 -0.05469 -5.38853
H34 6.14009 0.06747 4.92369
H35 1.99944 3.71725 -0.61925
H36 -4.68563 -7.77435 -2.32164
H37 0.58258 4.87523 5.15912
H38 3.22375 -3.52591 -1.45719
H39 -0.81268 4.31851 2.52788
H40 -1.85856 -7.25569 -3.47806
H41 1.98120 3.43251 3.51694
H42 6.31969 -1.25732 3.67909

Output
* highest occupied orbital energy: -10.43 eV
* E_LUMO: 0.02 eV
* charge: 0
* molar mass: 714.62 Da

***

Stability ranking, top and bottom: entry b is the most stable and entry a is the least stable.

***

Entry a
Computed, not measured: a single C5H6N2S molecule, with ωB97M-V/def2-TZVPD.

Geometry (Å):
S1 -3.30224 -0.67727 0.16937
N1 3.14811 -1.23474 -0.14873
N2 0.22088 0.25436 -0.53601
C1 1.27885 0.51460 0.41941
C2 -1.77573 -0.30352 -0.13250
C3 2.43302 -0.38930 0.19146
C4 -0.46244 -1.01662 -0.29156
C5 -1.07010 1.02995 -0.32585
H1 -0.48249 -1.66517 -1.18435
H2 -1.43197 1.56455 -1.22344
H3 -0.21067 -1.62254 0.60590
H4 0.94677 0.37542 1.44334
H5 1.63903 1.55379 0.40708
H6 -0.93103 1.61648 0.60588

Output
* highest occupied orbital energy: -9.09 eV
* E_LUMO: -0.49 eV
* charge: 0
* molar mass: 126.18 Da

***

Entry b
Computed, not measured: 2 unconnected molecules or ions with the total composition C5H6N2S, with ωB97M-V/def2-TZVPD.

Geometry (Å):
S1 -2.14712 0.08959 -2.90937
N1 -1.77634 -2.04399 0.74503
N2 -0.49880 1.10353 0.17609
C1 -0.80999 0.02254 -0.45576
C2 -0.54218 -0.07249 -1.90952
C3 -1.36583 -1.15628 0.18527
C4 0.19791 0.24943 3.01568
C5 1.33893 0.56307 3.07480
H1 -0.26775 -1.08917 -2.20066
H2 -0.62080 0.92933 1.14211
H3 -0.87872 0.04297 3.07349
H4 -2.77705 -0.31300 -1.78402
H5 0.14755 0.85210 -2.05429
H6 2.18653 1.08688 2.95269

Output
* highest occupied orbital energy: -9.67 eV
* E_LUMO: -0.30 eV
* charge: 0
* molar mass: 126.18 Da

***

Entry c
Computed, not measured: a single C5H6N2S molecule, with ωB97M-V/def2-TZVPD.

Geometry (Å):
S1 1.71769 -0.79714 0.15552
N1 -3.16759 -0.62285 0.97797
N2 -0.41240 1.60539 0.53044
C1 -2.11610 -0.23635 0.83386
C2 -0.28612 -0.77146 -1.53141
C3 0.26689 -0.60791 1.22719
C4 1.00892 -0.96363 -1.49059
C5 -0.82129 0.23803 0.63101
H1 -0.02891 -1.53484 1.69385
H2 -0.82645 2.33424 -0.02893
H3 -1.10004 -0.91667 -2.13927
H4 1.68423 -1.28333 -2.23416
H5 0.75953 -0.14646 2.04340
H6 0.63761 1.59198 0.60147

Output
* highest occupied orbital energy (spin up / spin down): -8.16 / -8.06 eV
* E_LUMO (spin up / spin down): -0.42 / -0.39 eV
* charge: 0
* molar mass: 126.18 Da

***

Entry d
Computed, not measured: a single C5H6N2S molecule, with ωB97M-V/def2-TZVPD.

Geometry (Å):
S1 -1.18373 -0.96414 1.86200
N1 -0.13016 -0.12255 -1.82790
N2 -1.50070 -1.62074 -0.61646
C1 1.64493 1.44301 -0.08779
C2 -0.21544 -0.06349 0.65503
C3 -0.58009 -0.56587 -0.73184
C4 -1.95159 -1.75116 0.56184
C5 0.72188 0.89683 0.91747
H1 -2.67935 -2.60147 0.73659
H2 -0.65558 -0.79035 -2.51263
H3 1.36144 1.20069 -1.09978
H4 2.67076 1.13523 0.20392
H5 0.93573 1.22430 1.98434
H6 1.56191 2.57971 -0.04479

Output
* highest occupied orbital energy: -8.61 eV
* E_LUMO: -0.03 eV
* charge: 0
* molar mass: 126.18 Da

***

Stability ranking, top and bottom: entry d is the most stable and entry c is the least stable.

***

Entry a
Computed, not measured: a gas-phase ion, C5H11ClN (charge +1), with ωB97M-V/def2-TZVPD.

Geometry (Å):
Cl1 -2.80362 -0.02829 -0.60616
N1 -0.78630 -1.82915 0.54544
C1 0.59147 -0.41061 -0.77549
C2 -1.57955 1.67044 1.01719
C3 -1.42768 0.58326 0.28125
C4 -0.14103 -0.52177 0.50110
C5 1.29416 0.90975 -1.00888
H1 1.64235 1.21012 0.07135
H2 0.00573 -0.43934 -1.69325
H3 -0.09601 -2.62662 0.29473
H4 0.52917 -0.12045 1.25038
H5 -1.60227 -1.89613 -0.11932
H6 1.44188 -1.09261 -0.81000
H7 -2.37813 2.24145 0.78253
H8 2.22627 0.98684 -1.68157
H9 0.46056 1.53287 -1.26643
H10 -1.37196 -2.15915 1.28563
H11 -0.78639 2.05615 1.66371

Output
* highest occupied orbital energy: -14.06 eV
* E_LUMO: -3.57 eV
* charge: +1
* molar mass: 120.60 Da

***

Entry b
Computed, not measured: 2 unconnected molecules or ions with the total composition C5H11ClN, with ωB97M-V/def2-TZVPD.

Geometry (Å):
Cl1 -2.62581 -0.73248 0.10737
N1 0.14732 -1.91366 0.35190
C1 -1.75058 1.96761 0.04919
C2 1.70419 0.08253 0.67602
C3 1.84736 -0.25032 -0.85264
C4 0.65863 -0.60039 -0.08346
C5 -1.64959 0.56924 -0.42806
H1 -2.72037 2.31375 -0.18540
H2 -1.56694 2.12979 1.14539
H3 2.42462 -0.45054 1.30794
H4 -0.87793 2.47335 -0.45568
H5 1.51944 1.18130 0.95591
H6 2.45462 -1.11654 -0.89978
H7 -1.26721 0.41526 -1.36093
H8 -0.90374 -1.78716 0.52062
H9 1.88453 0.49572 -1.66480
H10 0.31604 -2.24962 1.24805
H11 0.40541 -2.52784 -0.43165

Output
* highest occupied orbital energy (spin up / spin down): -12.45 / -12.99 eV
* E_LUMO (spin up / spin down): -4.57 / -4.12 eV
* charge: +1
* molar mass: 120.60 Da

***

Stability ranking, top and bottom: entry a is the most stable and entry b is the least stable.